Version w
This record from the OMol25 dataset describes a 2-piece molecular cluster, C12H21O2P overall. The level of theory is ωB97M-V/def2-TZVPD.

Output
E_HOMO = -6.095 eV
Orbital gap = 5.659 eV

Cartesian coordinates (Å):
C (4.05352, -1.64346, -0.12939)
C (2.96894, -2.59506, -0.63875)
C (1.52787, -2.09571, -0.45184)
O (1.47918, -0.65400, -0.29635)
P (0.08689, -0.00399, 0.11768)
C (-1.29044, -1.11382, -0.14040)
C (-1.79373, -1.20156, -1.43810)
C (-2.84806, -2.07048, -1.68889)
C (-3.34752, -2.82249, -0.63902)
C (-2.86107, -2.71985, 0.65846)
C (-1.80787, -1.85706, 0.91635)
H (3.82674, -0.60695, -0.35983)
H (4.19677, -1.73335, 0.94582)
H (4.99299, -1.89220, -0.61814)
H (3.12128, -2.75487, -1.70540)
H (3.04151, -3.55742, -0.13716)
H (0.92588, -2.42302, -1.29552)
H (1.12241, -2.55359, 0.45136)
H (0.06090, 0.38548, 1.46617)
H (-0.17748, 1.13489, -0.65551)
H (-1.36892, -0.59277, -2.22574)
H (-3.22789, -2.14656, -2.69631)
H (-4.15314, -3.52138, -0.82422)
H (-3.28431, -3.32022, 1.44884)
H (-1.37706, -1.72542, 1.89945)
C (0.87212, 3.77271, 0.98642)
C (-0.58439, 3.39403, 0.64922)
C (-1.40439, 4.68704, 0.51197)
O (-1.10273, 2.63008, 1.64858)
H (0.92321, 4.31107, 1.93344)
H (1.50043, 2.87793, 1.06562)
H (1.31366, 4.41532, 0.21077)
H (-0.54803, 2.94662, -0.39195)
H (-1.40357, 5.24614, 1.44866)
H (-2.43805, 4.46144, 0.24430)
H (-0.99564, 5.34248, -0.27056)

=====

Version x
This record from the OMol25 dataset describes a 2-piece molecular cluster, C12H21O2P overall. The level of theory is ωB97M-V/def2-TZVPD.

Output
E_HOMO = -5.899 eV
Orbital gap = 4.673 eV

Cartesian coordinates (Å):
C (4.26776, -1.95545, -0.18775)
C (2.98600, -2.80575, -0.63920)
C (1.57645, -2.06022, -0.45348)
O (1.67005, -0.60896, -0.34862)
P (0.17924, 0.10188, 0.09928)
C (-1.24859, -1.12812, -0.14270)
C (-1.78543, -1.22920, -1.61013)
C (-2.94089, -2.24125, -1.89951)
C (-3.45232, -3.07791, -0.70880)
C (-2.93244, -2.95758, 0.76015)
C (-1.78671, -1.95658, 1.04595)
H (4.18928, -0.85045, -0.48256)
H (4.44092, -2.01695, 0.95298)
H (5.19279, -2.39560, -0.72331)
H (3.08689, -3.04865, -1.76352)
H (2.92953, -3.79916, -0.05253)
H (0.89624, -2.39038, -1.32761)
H (1.12272, -2.45198, 0.53680)
H (0.13459, 0.50541, 1.47704)
H (-0.16517, 1.24808, -0.70953)
H (-1.33915, -0.56909, -2.42866)
H (-3.32243, -2.32851, -2.97223)
H (-4.27496, -3.84827, -0.89687)
H (-3.36593, -3.61239, 1.59955)
H (-1.31706, -1.77896, 2.07080)
C (0.79884, 4.08177, 1.06106)
C (-0.64296, 3.67446, 0.69997)
C (-1.50999, 4.94151, 0.58833)
O (-1.12850, 2.92331, 1.69983)
H (0.85156, 4.62063, 2.01274)
H (1.45546, 3.20606, 1.13249)
H (1.21743, 4.74122, 0.28878)
H (-0.59014, 3.25131, -0.32785)
H (-1.53623, 5.50982, 1.52397)
H (-2.54120, 4.69606, 0.31388)
H (-1.11565, 5.60988, -0.18878)

=====

Most favorable first, least favorable last: version w, version x

=====

Version w
This record from the OMol25 dataset describes a 3-piece molecular cluster, C3H10O4 overall. The level of theory is ωB97M-V/def2-TZVPD.

Output
E_HOMO = -9.705 eV
Orbital gap = 10.188 eV
SMILES = CCC(=O)O.O.O

Cartesian coordinates (Å):
C (-0.91763, 0.61354, -1.39252)
C (-0.94499, 0.51076, 0.12249)
C (0.42183, 0.15874, 0.79801)
O (0.56486, 0.34856, 1.96893)
O (1.45370, -0.32119, 0.05454)
H (-1.97163, 0.63403, -1.66481)
H (-0.43265, 1.53486, -1.71088)
H (-0.50792, -0.25588, -1.90146)
H (-1.55848, -0.31526, 0.48945)
H (-1.13413, 1.37338, 0.75829)
H (1.67957, 0.23892, -0.69855)
O (3.49016, -0.16730, -1.83795)
H (3.90270, 0.72113, -1.75154)
H (4.14472, -0.74913, -2.22234)
O (-2.56950, -1.50946, 2.62943)
H (-2.86845, -0.66985, 3.05565)
H (-2.75214, -2.14586, 3.30325)

=====

Version x
This record from the OMol25 dataset describes a 4-piece molecular cluster, C3H10O4 overall. The level of theory is ωB97M-V/def2-TZVPD.

Output
E_HOMO = -8.058 eV
Orbital gap = 3.569 eV

Cartesian coordinates (Å):
O (-1.21298, -1.44925, 2.57881)
C (-0.14024, 0.62538, -1.72565)
O (0.06944, -0.55710, -1.57443)
C (0.56497, 1.70636, -1.06336)
C (1.94239, 1.57780, -0.62209)
H (0.15605, -0.46790, 0.52537)
H (-0.91268, 0.91987, -2.45747)
H (0.11364, 2.68088, -1.22523)
H (2.26451, 2.44272, -0.04098)
H (2.58247, 1.55888, -1.52241)
H (2.10527, 0.64480, -0.06407)
H (0.41036, -1.20906, 1.79193)
H (-2.21142, -1.16037, -0.30977)
O (-1.66006, -0.66182, 0.29083)
H (-1.79953, -0.97684, 3.17640)
H (-1.45853, -1.14522, 1.24531)
O (0.88539, -0.61873, 1.16688)

=====

Most favorable first, least favorable last: version w, version x

=====

Version w
This record from the OMol25 dataset describes an isolated ion of composition C3H7N2S and charge +1. The level of theory is ωB97M-V/def2-TZVPD.

Output
E_HOMO (alpha / beta) = -15.063 / -14.033 eV
Total charge = +1
Orbital gap (alpha / beta) = 8.662 / 8.326 eV
SMILES = C[N+]1=NCCS1

Cartesian coordinates (Å):
C (1.94728, -0.90965, -0.67393)
N (0.68751, -0.41833, -0.56646)
N (0.36997, 0.10723, 1.03379)
C (-0.84567, 0.78272, 0.97820)
C (-1.72293, 0.49748, -0.22877)
S (-0.58919, -0.17059, -1.49503)
H (2.38275, -0.75074, 0.35505)
H (2.59747, -0.30627, -1.39842)
H (2.02623, -1.97118, -1.03050)
H (-0.51150, 1.89196, 1.13093)
H (-1.43740, 0.42584, 1.75686)
H (-2.40702, -0.32551, -0.02046)
H (-2.30444, 1.44081, -0.72004)

=====

Version x
This record from the OMol25 dataset describes an isolated ion of composition C3H7N2S and charge +1. The level of theory is ωB97M-V/def2-TZVPD.

Output
E_HOMO = -13.068 eV
Total charge = +1
Orbital gap = 8.346 eV

Cartesian coordinates (Å):
C (-0.61178, 0.95007, 0.13458)
C (-1.49910, -0.11871, 0.11500)
C (1.48798, -0.10732, 0.41740)
N (0.80002, 0.85176, -0.01169)
N (-1.14315, -1.43013, 0.03824)
S (3.17666, -0.23859, 0.00432)
H (-0.91319, 1.84276, 0.51968)
H (-2.52938, -0.00356, 0.44372)
H (1.21986, -0.94717, 1.14661)
H (1.31460, 1.54454, -0.62597)
H (-2.02300, -1.91472, -0.19503)
H (-0.38400, -1.65763, -0.63822)
H (3.20066, 0.82437, -0.89331)

=====

Version y
This record from the OMol25 dataset describes an isolated ion of composition C3H7N2S and charge +1. The level of theory is ωB97M-V/def2-TZVPD.

Output
E_HOMO = -12.804 eV
Total charge = +1
Orbital gap = 8.316 eV

Cartesian coordinates (Å):
C (1.32029, 1.29187, 0.45583)
C (1.68650, -0.82128, 0.44541)
C (-0.54233, 0.05248, -0.20521)
N (0.08486, 1.28877, 0.19728)
N (0.21640, -0.99398, 0.63872)
S (-2.36046, -0.05818, 0.29432)
H (1.89035, 2.20886, 0.52821)
H (2.02688, -0.89093, -0.52487)
H (-0.55080, -0.05268, -1.34839)
H (-0.52676, 2.08090, 0.27462)
H (0.27716, -1.99353, 0.45318)
H (-0.12604, -0.86567, 1.64548)
H (-2.96950, 0.67025, -0.63853)

=====

Most favorable first, least favorable last: version x, version w, version y